Below is a 15-piece molecular cluster, C41H44Cl57NO8PS overall in a non-equilibrium geometry, with properties calculated with ωB97M-V/def2-TZVPD.

Last columns: bonded neighbours and bond lengths (Å).
Atoms and positions in Å:
1 Cl -14.807 -0.119 -0.485  C87 1.769
2 Cl 2.015 7.936 7.382  C74 1.769
3 Cl -5.227 5.125 2.446  C75 1.770
4 Cl -2.758 -4.772 -0.795  C97 1.771
5 Cl 7.525 -7.204 4.059  C77 1.764
6 Cl -3.308 3.479 -0.847  C81 1.764
7 Cl -3.461 1.216 -7.575  C70 1.769
8 Cl 6.290 -7.034 1.461  C77 1.768
9 Cl -8.379 0.982 1.245  C95 1.757
10 Cl -6.684 4.340 4.815  C75 1.774
11 Cl -5.013 2.424 3.439  C75 1.764
12 Cl -11.130 1.825 1.394  C95 1.768
13 Cl -3.408 -3.043 1.430  C97 1.767
14 Cl -12.071 -1.031 -0.632  C87 1.767
15 Cl -9.033 3.722 0.759  C95 1.769
16 Cl -9.236 2.651 3.424  C95 1.765
17 Cl -13.423 -0.913 1.922  C87 1.770
18 Cl -4.653 -5.644 1.207  C97 1.776
19 Cl -5.315 0.520 -12.080  C100 1.769
20 Cl -7.829 -0.653 -11.275  C100 1.769
21 Cl -1.844 -5.428 1.864  C97 1.765
22 Cl 5.999 -5.680 -8.408  C105 1.770
23 Cl -6.403 1.093 -9.470  C100 1.767
24 Cl -12.611 -1.364 -4.403  C84 1.768
25 Cl -2.425 -6.806 -9.756  C76 1.768
26 Cl 5.222 -3.242 7.868  C69 1.765
27 Cl -4.644 3.659 -3.403  C81 1.770
28 Cl 3.167 -1.553 8.974  C69 1.765
29 Cl -14.184 -2.901 -0.029  C87 1.768
30 Cl -2.175 -1.366 -7.711  C70 1.766
31 Cl -4.731 -1.096 -6.402  C70 1.768
32 Cl -12.333 0.905 -6.168  C84 1.769
33 Cl 5.917 -1.187 9.773  C69 1.771
34 Cl -0.442 -4.779 -9.213  C76 1.768
35 Cl 4.150 -4.202 -6.752  C105 1.767
36 Cl -2.375 0.012 -5.182  C70 1.765
37 Cl -2.155 -4.539 -11.526  C76 1.769
38 Cl -6.025 4.453 -0.991  C81 1.771
39 Cl -7.546 0.794 -1.895  C90 1.764
40 Cl 2.338 6.013 5.255  C74 1.763
41 Cl -6.402 -1.524 -0.615  C90 1.770
42 Cl 6.474 -5.437 -5.568  C105 1.771
43 Cl -3.805 4.596 4.906  C75 1.769
44 Cl -3.853 6.064 -2.007  C81 1.771
45 Cl -3.241 -4.179 -8.877  C76 1.766
46 Cl -5.930 -1.066 -3.428  C90 1.769
47 Cl -5.363 -1.537 -10.059  C100 1.766
48 Cl 7.417 -9.537 2.359  C77 1.770
49 Cl 4.460 -3.527 10.640  C69 1.771
50 Cl 4.629 7.454 6.252  C74 1.769
51 Cl 9.154 -7.332 1.680  C77 1.769
52 Cl -2.157 -1.211 -1.808  P59 2.110
53 Cl -13.293 1.281 -3.471  C84 1.768
54 Cl 6.776 -3.136 -7.278  C105 1.762
55 Cl -10.533 0.583 -3.934  C84 1.765
56 Cl -4.740 0.686 -1.463  C90 1.758
57 Cl 2.618 8.831 4.704  C74 1.769
58 S 6.604 -4.295 4.784  C86 1.846, H145 1.348
59 P -0.164 -0.517 -1.773  Cl52 2.110, O64 1.656, C94 1.891
60 O 4.047 1.620 0.623  C73 1.403, C102 1.440
61 O 1.087 -0.297 3.898  C88 1.253
62 O 0.807 -2.216 2.786  C88 1.249
63 O 6.066 -1.635 -4.591  C82 1.441, H111 0.961
64 O -0.136 1.110 -2.083  P59 1.656, H129 0.965
65 O 3.147 0.177 2.109  C71 1.428, C102 1.389
66 O -2.074 1.342 0.172  C101 1.229
67 O 1.804 -1.046 0.036  C94 1.392, C96 1.415
68 N 5.914 -0.738 1.830  C78 1.472, H116 1.009, H126 1.010
69 C 4.690 -2.378 9.312  Cl26 1.765, Cl28 1.765, Cl33 1.771, Cl49 1.771
70 C -3.181 -0.307 -6.719  Cl7 1.769, Cl30 1.766, Cl31 1.768, Cl36 1.765
71 C 2.983 -1.099 2.728  O65 1.428, C88 1.572, C99 1.558, H124 1.093
72 C 4.803 0.180 -3.641  C82 1.529, C109 1.545, H123 1.094, H135 1.096
73 C 4.829 2.250 1.603  O60 1.403, C89 1.571, H147 1.094, H149 1.098
74 C 2.899 7.556 5.898  Cl2 1.769, Cl40 1.763, Cl50 1.769, Cl57 1.769
75 C -5.179 4.118 3.900  Cl3 1.770, Cl10 1.774, Cl11 1.764, Cl43 1.769
76 C -2.066 -5.077 -9.843  Cl25 1.768, Cl34 1.768, Cl37 1.769, Cl45 1.766
77 C 7.597 -7.776 2.392  Cl5 1.764, Cl8 1.768, Cl48 1.770, Cl51 1.769
78 C 5.031 -0.589 0.662  N68 1.472, C102 1.540, H115 1.102, H152 1.093
79 C 4.540 -2.631 4.064  C86 1.538, C99 1.546, H127 1.094, H136 1.096
80 C -1.770 0.255 3.518  C91 1.375, C106 1.373, H125 1.085
81 C -4.455 4.410 -1.811  Cl6 1.764, Cl27 1.770, Cl38 1.771, Cl44 1.771
82 C 5.926 -0.829 -3.405  O63 1.441, C72 1.529, H112 1.095, H120 1.097
83 C 4.774 3.996 -0.311  C89 1.532, H128 1.099, H141 1.088, H150 1.095
84 C -12.191 0.351 -4.494  Cl24 1.768, Cl32 1.769, Cl53 1.768, Cl55 1.765
85 C 3.378 -0.436 -1.646  C96 1.550, C109 1.538, H134 1.099, H153 1.092
86 C 5.946 -2.574 4.687  S58 1.846, C79 1.538, H144 1.085, H146 1.091
87 C -13.619 -1.240 0.193  Cl1 1.769, Cl14 1.767, Cl17 1.770, Cl29 1.768
88 C 1.483 -1.241 3.176  O61 1.253, O62 1.249, C71 1.572
89 C 4.977 3.759 1.189  C73 1.571, C83 1.532, C92 1.546, H121 1.100
90 C -6.151 -0.286 -1.855  Cl39 1.764, Cl41 1.770, Cl46 1.769, Cl56 1.758
91 C -2.231 0.208 2.223  C80 1.375, C101 1.511, C107 1.373
92 C 4.054 4.606 2.095  C89 1.546, C98 1.540, C104 1.563, H137 1.100
93 C 0.046 0.463 0.935  C94 1.548, C101 1.526, H110 1.096, H118 1.098
94 C 0.455 -0.702 0.003  P59 1.891, O67 1.392, C93 1.548, H148 1.100
95 C -9.455 2.291 1.710  Cl9 1.757, Cl12 1.768, Cl15 1.769, Cl16 1.765
96 C 2.725 -0.027 -0.301  O67 1.415, C85 1.550, C102 1.561, H131 1.097
97 C -3.162 -4.719 0.928  Cl4 1.771, Cl13 1.767, Cl18 1.776, Cl21 1.765
98 C 4.211 6.127 1.912  C92 1.540, H133 1.095, H143 1.096, H151 1.093
99 C 3.817 -1.266 4.033  C71 1.558, C79 1.546, H119 1.092, H138 1.098
100 C -6.228 -0.145 -10.718  Cl19 1.769, Cl20 1.769, Cl23 1.767, Cl47 1.766
101 C -1.457 0.708 1.026  O66 1.229, C91 1.511, C93 1.526
102 C 3.742 0.232 0.855  O60 1.440, O65 1.389, C78 1.540, C96 1.561
103 C -4.301 -0.738 2.998  C107 1.369, C108 1.381, H132 1.085
104 C 2.569 4.138 1.958  C92 1.563, H122 1.093, H140 1.090, H142 1.092
105 C 5.851 -4.610 -7.005  Cl22 1.770, Cl35 1.767, Cl42 1.771, Cl54 1.762
106 C -2.586 -0.186 4.530  C80 1.373, C108 1.365, H113 1.086
107 C -3.487 -0.297 1.990  C91 1.373, C103 1.369, H139 1.083
108 C -3.845 -0.660 4.300  C103 1.381, C106 1.365, H114 1.085
109 C 4.181 0.688 -2.321  C72 1.545, C85 1.538, H117 1.098, H130 1.092
110 H 0.405 0.354 1.965  C93 1.096
111 H 6.018 -2.552 -4.309  O63 0.961
112 H 5.728 -1.514 -2.574  C82 1.095
113 H -2.241 -0.135 5.558  C106 1.086
114 H -4.494 -0.981 5.107  C108 1.085
115 H 4.722 -1.606 0.369  C78 1.102
116 H 5.698 -0.114 2.593  N68 1.009
117 H 3.456 1.464 -2.598  C109 1.098
118 H 0.465 1.407 0.560  C93 1.098
119 H 3.133 -1.251 4.884  C99 1.092
120 H 6.852 -0.288 -3.170  C82 1.097
121 H 6.008 4.062 1.425  C89 1.100
122 H 1.930 4.962 2.286  C104 1.093
123 H 3.986 -0.241 -4.236  C72 1.094
124 H 3.167 -1.966 2.088  C71 1.093
125 H -0.782 0.643 3.746  C80 1.085
126 H 6.869 -0.623 1.522  N68 1.010
127 H 4.649 -3.087 3.075  C79 1.094
128 H 4.947 5.066 -0.494  C83 1.099
129 H -0.667 1.285 -2.870  O64 0.965
130 H 4.932 1.159 -1.682  C109 1.092
131 H 2.253 0.932 -0.545  C96 1.097
132 H -5.294 -1.105 2.757  C103 1.085
133 H 3.516 6.459 1.133  C98 1.095
134 H 2.521 -0.610 -2.311  C85 1.099
135 H 5.226 1.011 -4.218  C72 1.096
136 H 3.913 -3.316 4.647  C79 1.096
137 H 4.353 4.379 3.129  C92 1.100
138 H 4.491 -0.413 4.189  C99 1.098
139 H -3.867 -0.352 0.977  C107 1.083
140 H 2.410 3.849 0.919  C104 1.090
141 H 3.782 3.736 -0.678  C83 1.088
142 H 2.435 3.282 2.623  C104 1.092
143 H 3.870 6.599 2.841  C98 1.096
144 H 5.950 -2.109 5.668  C86 1.085
145 H 6.142 -4.832 3.637  S58 1.348
146 H 6.584 -2.049 3.975  C86 1.091
147 H 4.400 2.265 2.609  C73 1.094
148 H -0.098 -1.581 0.368  C94 1.100
149 H 5.859 1.875 1.670  C73 1.098
150 H 5.555 3.487 -0.883  C83 1.095
151 H 5.241 6.445 1.736  C98 1.093
152 H 5.627 -0.234 -0.183  C78 1.093
153 H 3.892 -1.398 -1.590  C85 1.092

Properties
Spin multiplicity: 1
Kohn-Sham gap: 6.63 eV
Net charge: -1
Lowest unoccupied orbital energy: 1.15 eV
Total energy: -29215.7382 Ha